The following is a quantum chemistry calculation of C24H45AuNO3P2 as an isolated structure at a distorted geometry, from the Open Molecules 2025 dataset.

Structure (XYZ):
```
76
C24H45AuNO3P2 wB97M-V/def2-TZVPD
Au 0.60218 -0.17883 -1.57163
C 1.31085 1.17707 2.32184
C 1.15277 2.23588 1.38844
C -0.93098 1.66053 2.17914
C 0.01815 0.84456 2.83189
C -0.23117 2.55706 1.31718
C 2.60262 0.59055 2.73715
H 3.36803 0.63783 1.94698
H 2.48369 -0.46971 3.00530
H 2.99622 1.10500 3.63218
C -0.31445 -0.14275 3.87763
H 0.57891 -0.68029 4.20446
H -1.04223 -0.87059 3.48368
H -0.74811 0.35893 4.75535
C -2.38754 1.61225 2.37764
H -2.70594 2.19217 3.26194
H -2.74396 0.57281 2.46913
H -2.89537 2.04909 1.51009
C -0.79614 3.67957 0.54893
H -0.69416 4.63142 1.09940
H -1.86826 3.54098 0.35369
H -0.28999 3.79823 -0.42103
C 2.25525 2.91013 0.68934
H 2.81801 3.56987 1.36679
H 1.90209 3.54454 -0.12627
H 2.96806 2.19033 0.26202
C 2.28824 -0.12327 -3.02506
C 3.07402 0.52513 -2.11269
C 3.95313 1.68372 -2.45474
C 3.24982 3.05525 -2.73304
C 1.74399 3.05658 -2.71970
C 1.02721 2.41744 -3.65444
C 1.66631 1.67539 -4.80021
C 2.26515 0.29588 -4.48774
H 4.57683 1.41545 -3.31771
H 3.60860 3.40921 -3.71193
H 4.62967 1.82129 -1.59891
H 3.30375 0.26081 -4.85508
H 1.95865 -1.20011 -2.95138
H 3.06977 0.22690 -1.06306
H 1.71365 -0.46582 -5.06640
H 0.88459 1.53504 -5.55955
H -0.06030 2.52942 -3.70936
H 2.44724 2.31557 -5.24301
H 3.62189 3.77141 -1.98420
H 1.28216 3.74285 -2.00294
P 1.08655 -2.41932 -0.17661
C 0.79524 -2.86500 1.56602
H 1.35194 -3.76583 1.85859
H -0.26712 -3.06058 1.78444
H 1.13613 -2.05090 2.21326
C 0.51092 -3.94607 -0.99583
H 1.06866 -4.83276 -0.67002
H 0.61145 -3.85041 -2.08049
H -0.54636 -4.09431 -0.74980
C 2.90926 -2.50859 -0.28452
H 3.21567 -2.17236 -1.27629
H 3.32930 -3.50169 -0.10204
H 3.32734 -1.80832 0.44556
P -1.80434 -0.01105 -2.06530
C -2.14534 1.76653 -2.10893
H -2.71327 2.08213 -2.98851
H -1.19110 2.29674 -2.09534
H -2.70519 2.05115 -1.21408
C -1.83847 -0.55206 -3.79758
H -1.16416 0.06130 -4.39635
H -2.83090 -0.52694 -4.25058
H -1.47581 -1.58223 -3.82779
C -3.28552 -0.72958 -1.32585
H -4.17003 -0.46301 -1.92194
H -3.45949 -0.40344 -0.29497
H -3.22011 -1.81915 -1.25820
O -3.47514 -1.33008 1.65415
N -2.65196 -2.27978 1.57935
O -1.92838 -2.58253 2.58652
O -2.48521 -2.92897 0.50432
```

Calculated values
- Net charge: +1
- Relative energy (zero: lowest compared OMol25 entry of this formula, charge and spin): 6.6 kcal per mole
- Gap between HOMO and LUMO (alpha / beta): 5.9966 / 2.5829 eV
- 2S+1: 3

---

The following is a quantum chemistry calculation of C24H45BBrFNO7PS as an isolated structure at a distorted geometry, from the Open Molecules 2025 dataset.

Structure (XYZ):
```
82
C24H45BBrFNO7PS wB97M-V/def2-TZVPD
C 2.92289 -4.74755 2.99310
C 2.23468 -3.44536 3.40113
C 1.56625 -2.62501 2.29356
C 0.36638 -3.19863 1.53159
Br -0.60147 -4.54239 2.60952
O -0.67020 -2.26528 1.28131
C -0.41519 -1.17518 0.37574
C -0.86180 -1.58562 -1.05442
F 0.24859 -1.44404 -1.91166
C -2.05597 -0.93980 -1.74496
C -3.22517 -1.91864 -1.98244
C -1.08775 0.04618 1.05799
C -0.40843 0.50280 2.38828
C 0.80788 1.39490 2.28698
O 1.99451 0.70444 1.93366
C 3.09997 1.03387 2.74461
C 3.06867 0.37913 4.11657
O -1.39503 1.22632 0.31701
C -0.67726 1.80942 -0.75517
S 1.09483 1.45435 -0.92381
C -0.99369 3.33343 -0.68305
C 0.17101 4.31816 -0.71107
C 0.78865 4.65359 -2.09155
C 0.12069 3.98484 -3.27720
N 0.94939 4.05044 -4.48649
C 2.19912 4.58548 -4.66281
C 2.56342 4.36708 -5.98013
C 1.50467 3.68379 -6.62158
C 0.52348 3.51008 -5.66354
B -2.52974 -0.53578 1.58228
O -2.72708 -0.93860 2.88702
O -3.59910 -0.59555 0.74697
C -4.68936 -1.43441 1.13228
C -4.33018 -2.91331 1.29169
P 1.05639 -4.28654 0.13967
O -0.23167 -4.78928 -0.75484
O 1.93998 -3.27255 -0.78938
H 3.71663 -4.97738 3.70174
H 3.42510 -4.58331 2.03923
H 2.24347 -5.58462 2.87442
H 3.04252 -2.80629 3.76715
H 1.58364 -3.57376 4.26522
H 2.34866 -2.44770 1.54786
H 1.32619 -1.64580 2.69651
H 0.66082 -1.00520 0.31323
H -1.03967 -2.66092 -1.02989
H -2.45621 -0.05242 -1.27433
H -1.72298 -0.64065 -2.73904
H -3.07764 -2.39833 -2.95256
H -3.25195 -2.72409 -1.25592
H -4.17244 -1.39244 -2.05108
H -1.17714 1.11601 2.86105
H -0.22989 -0.32751 3.06591
H 0.95988 1.86453 3.26335
H 0.61447 2.22575 1.60145
H 3.16190 2.12014 2.87458
H 4.00981 0.73787 2.22357
H 2.99397 -0.70281 4.06426
H 3.93013 0.67824 4.71077
H 2.19517 0.74187 4.66359
H -1.12253 1.47815 -1.69416
H 1.09202 0.78155 -2.07927
H -1.50732 3.47983 0.26751
H -1.73282 3.58749 -1.44055
H -0.24635 5.26182 -0.34656
H 0.94083 4.07627 0.01710
H 1.81710 4.28834 -2.06239
H 0.86647 5.72911 -2.23231
H -0.09023 2.93542 -3.10135
H -0.79465 4.53141 -3.51063
H 2.74259 5.07423 -3.87781
H 3.50114 4.66046 -6.42036
H 1.45838 3.34118 -7.63937
H -0.43188 3.03496 -5.80244
H -2.02404 -1.52402 3.18590
H -5.19077 -1.07018 2.02665
H -5.42513 -1.33829 0.33496
H -4.43793 -3.22049 2.32986
H -3.30368 -3.13381 1.00430
H -4.98867 -3.53236 0.68591
H -0.84693 -5.25584 -0.17357
H 1.91760 -3.53119 -1.71937
```

Calculated values
- Gap between HOMO and LUMO: 8.4437 eV